Record 1
Computed, not measured: C17H25NO3 in the gas phase, with ωB97M-V with the def2-TZVPD basis set.

Geometry (Å):
C: 4.003 -0.315 -2.459
C: 3.319 0.993 -2.086
O: 2.276 0.796 -1.130
C: 1.086 0.396 -1.600
O: 0.867 0.205 -2.767
C: 0.046 0.308 -0.490
C: 0.574 -0.492 0.718
C: 0.545 -1.981 0.520
C: -0.239 -2.789 1.334
C: -0.270 -4.161 1.154
C: 0.485 -4.748 0.155
C: 1.277 -3.954 -0.658
C: 1.307 -2.584 -0.474
C: -1.254 -0.268 -1.060
C: -2.401 -0.102 -0.071
C: -2.522 1.352 0.370
N: -1.268 1.799 0.953
C: -1.373 3.097 1.587
C: -2.223 3.056 2.863
O: -3.611 3.132 2.642
C: -0.212 1.760 -0.038
H: 4.364 -0.821 -1.566
H: 3.304 -0.964 -2.981
H: 4.845 -0.109 -3.114
H: 2.895 1.464 -2.979
H: 4.018 1.676 -1.599
H: 1.600 -0.170 0.914
H: -0.036 -0.219 1.580
H: -0.829 -2.341 2.122
H: -0.887 -4.773 1.797
H: 0.460 -5.818 0.011
H: 1.873 -4.405 -1.439
H: 1.927 -1.975 -1.112
H: -1.114 -1.321 -1.310
H: -1.486 0.262 -1.987
H: -2.229 -0.728 0.803
H: -3.336 -0.418 -0.535
H: -3.306 1.445 1.121
H: -2.796 1.980 -0.499
H: -0.363 3.409 1.868
H: -1.785 3.863 0.901
H: -2.057 2.107 3.376
H: -1.907 3.875 3.525
H: -3.806 3.944 2.159
H: 0.703 2.161 0.406
H: -0.463 2.373 -0.924

As for the total energy: -943.272947 Ha. For the HOMO-LUMO gap, the calculation gives 9.57 eV. The total charge is 0. Its SMILES is CCOC(=O)[C@]1(Cc2ccccc2)CCCN(CCO)C1. The calculation puts the LUMO energy at 0.0304 Eh.

***

Record 2
Computed, not measured: a molecular structure, C36H32FN8O4RhS2, with ωB97M-V with the def2-TZVPD basis set.

Geometry (Å):
Rh: 0.707 -1.155 0.133
C: -1.940 0.463 -2.850
C: -0.791 0.271 -1.905
N: -0.690 -0.829 -1.238
N: -1.539 -1.875 -1.592
C: -0.993 -3.017 -1.373
S: 0.568 -3.258 -0.676
S: -1.849 -4.477 -1.891
C: -2.179 -3.997 -3.622
C: -0.927 -3.991 -4.451
C: -0.474 -5.163 -5.049
C: 0.705 -5.177 -5.776
C: 1.455 -4.015 -5.908
C: 1.016 -2.843 -5.312
C: -0.171 -2.832 -4.593
C: 0.303 1.242 -1.839
C: 0.080 2.596 -2.130
C: 1.111 3.502 -2.219
C: 2.423 3.047 -2.054
C: 2.678 1.727 -1.770
C: 1.635 0.790 -1.612
O: 1.952 -0.439 -1.283
H: -1.776 -0.119 -3.759
H: -2.041 1.504 -3.137
H: -2.861 0.101 -2.398
H: -2.674 -3.029 -3.611
H: -2.884 -4.747 -3.984
H: -1.049 -6.075 -4.935
H: 1.043 -6.096 -6.238
H: 2.381 -4.026 -6.469
H: 1.599 -1.936 -5.396
H: -0.503 -1.918 -4.117
H: -0.935 2.944 -2.270
H: 0.909 4.545 -2.423
H: 3.250 3.743 -2.131
H: 3.688 1.370 -1.613
C: 1.747 -1.057 7.567
C: 1.945 -2.392 6.864
N: 2.091 -2.270 5.408
C: 0.982 -2.336 4.646
C: 0.911 -2.105 3.301
C: -0.507 -2.029 2.736
O: -1.417 -2.236 3.528
O: -0.670 -1.752 1.500
C: 2.127 -1.856 2.611
O: 2.263 -1.567 1.401
C: 3.340 -1.795 3.429
C: 4.529 -1.402 2.808
C: 5.577 -0.995 3.571
F: 6.696 -0.555 2.944
C: 5.515 -0.961 4.974
C: 4.408 -1.526 5.579
C: 3.287 -1.895 4.821
N: 6.428 -0.244 5.796
C: 7.790 0.023 5.388
C: 7.971 1.363 4.668
N: 7.346 2.461 5.487
C: 5.901 2.165 5.791
C: 5.846 0.853 6.556
H: 1.565 -1.229 8.628
H: 0.891 -0.532 7.146
H: 2.603 -0.395 7.459
H: 1.071 -3.018 7.030
H: 2.802 -2.944 7.251
H: 0.048 -2.537 5.158
H: 4.564 -1.325 1.730
H: 4.377 -1.541 6.659
H: 8.150 -0.766 4.734
H: 8.424 0.014 6.285
H: 7.456 1.377 3.712
H: 9.022 1.612 4.527
H: 7.430 3.351 4.996
H: 7.850 2.553 6.371
H: 5.382 2.092 4.837
H: 5.499 3.001 6.361
H: 4.799 0.648 6.765
H: 6.371 0.957 7.515
N: 0.959 0.846 1.189
C: 1.778 1.214 1.918
C: 2.775 1.611 2.814
C: 4.101 1.872 2.405
N: 5.225 2.048 2.190
C: 2.548 1.630 4.202
N: 2.377 1.621 5.347

As for the total energy: -3136.841407 Ha. For the HOMO-LUMO gap, the calculation gives 5.72 eV. The total charge is 0. The calculation puts the LUMO energy at -0.0418 Eh.

***

Record 3
Computed, not measured: a molecular structure, C34H48N4P2RuSi2, with ωB97M-V with the def2-TZVPD basis set.

Geometry (Å):
Ru: 1.603 0.326 -0.132
C: -0.717 2.025 4.550
Si: 0.645 2.045 3.229
C: 0.932 3.846 2.718
C: 2.184 1.396 3.992
N: 0.324 1.078 1.746
P: -0.923 0.125 1.431
C: -0.243 -0.717 0.094
P: -0.381 -1.114 -1.558
N: 0.989 -0.390 -2.080
Si: 1.691 0.221 -3.574
C: 2.171 2.005 -3.233
C: 2.975 -0.891 -4.214
C: 0.448 0.537 -4.983
C: -1.838 -0.452 -2.420
C: -1.971 0.951 -2.659
C: -3.193 1.450 -3.077
C: -4.239 0.626 -3.450
C: -4.085 -0.775 -3.280
C: -2.899 -1.279 -2.739
C: -0.183 -2.885 -1.816
C: -0.221 -3.423 -3.114
C: 0.207 -4.702 -3.319
C: 0.485 -5.574 -2.233
C: 0.331 -5.036 -0.951
C: 0.036 -3.711 -0.743
C: -2.399 1.032 0.927
C: -2.596 2.406 1.019
C: -3.836 2.983 0.653
C: -4.792 2.089 0.139
C: -4.558 0.796 -0.119
C: -3.399 0.259 0.392
C: -1.534 -0.901 2.819
C: -2.733 -0.508 3.418
C: -3.124 -0.991 4.620
C: -2.358 -1.968 5.277
C: -1.093 -2.272 4.821
C: -0.686 -1.746 3.593
H: -1.749 2.183 4.059
H: -0.530 2.820 5.257
H: -0.762 1.063 5.042
H: 1.824 4.258 3.181
H: 0.015 4.452 2.826
H: 1.077 4.034 1.653
H: 2.972 1.746 3.386
H: 2.236 0.326 4.199
H: 2.315 1.855 4.974
H: 1.398 2.662 -2.916
H: 2.661 2.395 -4.127
H: 3.013 2.082 -2.420
H: 2.442 -1.602 -4.959
H: 3.647 -1.379 -3.589
H: 3.598 -0.300 -4.912
H: -0.185 1.411 -4.622
H: -0.282 -0.204 -5.327
H: 0.900 0.879 -5.897
H: -1.194 1.616 -2.449
H: -3.161 2.492 -3.329
H: -5.229 1.116 -3.731
H: -4.870 -1.461 -3.471
H: -2.894 -2.431 -2.555
H: -0.534 -2.656 -3.928
H: 0.242 -5.140 -4.277
H: 0.734 -6.596 -2.434
H: 0.634 -5.593 -0.050
H: 0.072 -3.338 0.275
H: -1.794 3.062 1.309
H: -3.980 4.077 0.792
H: -5.762 2.439 -0.071
H: -5.364 0.128 -0.430
H: -3.128 -0.832 0.408
H: -3.490 0.105 2.946
H: -4.109 -0.728 5.004
H: -2.714 -2.348 6.233
H: -0.403 -2.887 5.355
H: 0.258 -2.081 3.223
N: 3.071 1.871 0.780
C: 4.495 1.437 1.075
C: 4.889 0.427 -0.092
C: 4.410 -1.062 0.274
N: 3.059 -1.019 0.868
H: 3.054 2.537 0.003
H: 2.739 2.401 1.574
H: 4.507 1.058 2.073
H: 5.155 2.325 1.006
H: 5.985 0.441 -0.149
H: 4.318 0.762 -1.020
H: 5.151 -1.392 1.024
H: 4.443 -1.688 -0.595
H: 3.144 -0.637 1.828
H: 2.660 -1.947 0.981

As for the total energy: -2899.751772 Ha. For the HOMO-LUMO gap (alpha / beta), the calculation gives 7.02 / 7.11 eV. The total charge is +1. Its multiplicity is 6. Its expectation value of S² is 8.767. The calculation puts the LUMO energy (alpha / beta) at -0.0674 / -0.1260 Eh.

***

Record 4
Computed, not measured: C4H7N2P in the gas phase, with ωB97M-V with the def2-TZVPD basis set.

Geometry (Å):
C: 0.209 2.098 0.045
C: 0.652 0.863 0.000
C: 2.160 0.618 -0.040
C: -1.709 -1.822 0.033
N: -0.020 -0.316 -0.001
N: -1.329 -0.408 -0.009
P: -2.539 0.705 -0.029
H: 0.411 3.137 0.028
H: 2.439 0.311 -1.046
H: 2.404 -0.181 0.652
H: 2.702 1.521 0.226
H: -1.481 -2.228 1.019
H: -2.772 -1.933 -0.169
H: -1.127 -2.367 -0.710

As for the total energy: -607.255388 Ha. For the HOMO-LUMO gap (alpha / beta), the calculation gives 7.06 / 6.02 eV. The total charge is 0. Its multiplicity is 3. Its expectation value of S² is 2.039. The calculation puts the LUMO energy (alpha / beta) at -0.0137 / -0.0533 Eh.

***

Record 5
Computed, not measured: a gas-phase ion, C3H9NOP (charge +1), with ωB97M-V with the def2-TZVPD basis set.

Geometry (Å):
C: -0.762 0.432 -2.154
N: -0.844 -0.194 -1.045
P: 0.464 -0.101 0.328
C: 1.326 -1.456 0.813
C: -0.593 0.767 1.494
O: 1.345 0.992 -0.381
H: -0.180 1.341 -2.199
H: -1.266 0.098 -3.051
H: -1.395 -1.053 -1.021
H: 2.105 -1.818 0.164
H: 0.800 -2.188 1.393
H: -0.927 1.703 1.053
H: -1.448 0.161 1.781
H: -0.005 0.968 2.391
H: 2.279 0.765 -0.435

As for the total energy: -590.772213 Ha. For the HOMO-LUMO gap, the calculation gives 7.93 eV. The total charge is +1. Its SMILES is C=[NH+][P@](=C)(C)O. The calculation puts the LUMO energy at -0.1825 Eh.

***

Record 6
Computed, not measured: C4H5NO in the gas phase, with ωB97M-V with the def2-TZVPD basis set.

Geometry (Å):
C: 1.715 1.113 0.392
C: 0.920 0.217 -0.399
C: 0.186 -0.433 -1.144
C: -0.809 -0.873 -0.132
N: -2.134 -0.916 -0.416
O: -0.415 -1.083 1.021
H: 1.286 2.111 0.288
H: 2.702 1.063 -0.070
H: 1.794 0.844 1.452
H: -2.669 -1.401 0.285
H: -2.576 -0.642 -1.277

As for the total energy: -285.303657 Ha. For the HOMO-LUMO gap, the calculation gives 10.03 eV. The total charge is 0. Its SMILES is CC#CC(N)=O. The calculation puts the LUMO energy at 0.0311 Eh.

***

Record 7
Computed, not measured: 2 unconnected molecules or ions with the total composition C2H2NO4, with ωB97M-V with the def2-TZVPD basis set.

Geometry (Å):
C: 0.278 -0.494 -0.827
C: -0.557 -0.469 0.375
N: 2.259 1.143 0.340
O: 1.090 1.213 0.056
O: 1.206 -1.278 -1.054
O: -0.433 -1.088 1.421
O: -1.633 0.390 0.229
H: -0.140 0.152 -1.630
H: -2.070 0.432 1.091

As for the total energy: -433.062911 Ha. For the HOMO-LUMO gap (alpha / beta), the calculation gives 5.48 / 6.29 eV. The total charge is -1. The calculation puts the LUMO energy (alpha / beta) at 0.1399 / 0.1386 Eh.

***

Record 8
Computed, not measured: C3H7NO in the gas phase, with ωB97M-V with the def2-TZVPD basis set.

Geometry (Å):
C: -1.241 -0.257 -0.050
C: 0.216 0.137 -0.080
C: 1.228 -0.926 0.199
N: 0.712 1.217 -0.543
O: -0.255 2.275 -0.509
H: -1.287 -1.277 -0.448
H: -1.847 0.371 -0.704
H: -1.707 -0.275 0.932
H: 1.143 -1.657 -0.605
H: 1.031 -1.435 1.147
H: 2.239 -0.513 0.216
H: -0.231 2.339 0.444

As for the total energy: -248.424131 Ha. For the HOMO-LUMO gap, the calculation gives 10.41 eV. The total charge is 0. Its SMILES is CC(C)=NO. The calculation puts the LUMO energy at 0.0314 Eh.

***

Record 9
Computed, not measured: a molecular structure, C7H11BI2O5STb, with ωB97M-V with the def2-TZVPD basis set.

Geometry (Å):
C: 3.163 -1.751 -0.410
C: 2.649 -0.295 -0.672
B: 1.123 -0.340 -0.883
O: 0.456 -0.158 -2.060
C: 0.140 -0.718 0.387
O: -0.149 -2.173 0.306
S: -1.486 -2.484 -0.374
O: -1.394 -3.018 -1.691
O: -2.488 -2.898 0.529
O: -1.875 -0.852 -0.731
C: -1.294 -0.139 0.429
C: -1.456 1.349 0.426
I: -1.896 2.281 -1.339
C: -1.309 2.148 1.565
C: -1.390 3.639 1.542
I: -0.978 1.297 3.368
H: 3.347 -1.919 0.650
H: 4.095 -1.914 -0.946
H: 2.464 -2.525 -0.737
H: 2.906 0.323 0.195
H: 3.162 0.136 -1.535
H: 1.063 0.026 -2.788
H: 0.658 -0.519 1.324
H: -1.824 -0.559 1.293
H: -1.280 4.071 2.533
H: -0.600 4.046 0.900
H: -2.347 3.959 1.117
Tb: -3.462 -1.012 -2.398

As for the total energy: -2491.245449 Ha. For the HOMO-LUMO gap (alpha / beta), the calculation gives 7.69 / 5.31 eV. The total charge is +3. Its multiplicity is 7. Its expectation value of S² is 13.040. The calculation puts the LUMO energy (alpha / beta) at -0.4319 / -0.5194 Eh.

***

Record 10
Computed, not measured: C4H6O in the gas phase, with ωB97M-V with the def2-TZVPD basis set.

Geometry (Å):
C: -1.376 -2.009 -1.253
C: -0.743 -1.163 -0.586
C: 0.018 -0.396 0.530
C: 0.326 0.978 0.117
O: 1.336 1.485 1.061
H: -2.072 -2.485 -1.881
H: -0.599 -0.445 1.520
H: 0.987 -0.824 0.620
H: 0.862 0.961 -0.840
H: -0.523 1.648 0.069
H: 1.785 2.249 0.643

As for the total energy: -231.150983 Ha. For the HOMO-LUMO gap, the calculation gives 10.92 eV. The total charge is 0. Its SMILES is C#CCCO. The calculation puts the LUMO energy at 0.0314 Eh.

***

Record 11
Computed, not measured: 3 unconnected molecules or ions with the total composition C21H44BN4O9, with ωB97M-V with the def2-TZVPD basis set.

Geometry (Å):
C: 2.224 -2.562 2.398
C: 2.772 -2.291 0.907
O: 3.350 -3.197 0.260
O: 2.519 -0.978 0.350
C: 1.339 -1.169 -0.481
C: 0.405 0.129 -0.622
C: 0.564 1.206 0.554
C: 0.137 0.692 2.012
C: -1.368 1.044 2.445
C: -2.422 1.098 1.238
N: -3.805 1.001 1.865
C: -4.643 2.016 1.162
N: -4.552 3.369 1.240
N: -5.656 1.349 0.325
C: -5.143 -0.066 0.173
C: -4.562 -0.259 1.638
B: -3.948 -1.695 2.094
O: -3.546 -2.023 3.442
N: -3.847 -2.752 1.017
C: -5.007 -3.707 1.176
C: -2.535 -3.461 1.061
H: 2.504 -1.682 3.074
H: 2.528 -3.579 2.807
H: 1.073 -2.539 2.301
H: 0.695 -1.981 0.033
H: 1.604 -1.535 -1.531
H: -0.675 -0.266 -0.750
H: 0.660 0.650 -1.607
H: 1.691 1.452 0.615
H: 0.066 2.205 0.257
H: 0.824 1.240 2.762
H: 0.323 -0.430 2.137
H: -1.718 0.180 3.132
H: -1.487 1.996 3.058
H: -2.344 2.072 0.619
H: -2.332 0.243 0.489
H: -3.714 3.850 0.871
H: -5.345 3.884 1.660
H: -5.826 1.849 -0.561
H: -5.857 -0.863 -0.228
H: -4.323 0.068 -0.618
H: -5.510 -0.189 2.304
H: -2.589 -1.878 3.590
H: -5.658 -3.369 2.070
H: -4.677 -4.795 1.260
H: -5.697 -3.626 0.252
H: -2.418 -4.170 1.961
H: -2.489 -4.145 0.129
H: -1.647 -2.746 1.013
C: -0.006 4.464 -5.356
C: -1.241 5.128 -4.777
O: -2.381 4.256 -4.834
C: -2.392 3.256 -3.943
O: -1.545 3.032 -3.110
O: -3.500 2.522 -4.154
C: -3.575 1.360 -3.335
H: -0.201 4.112 -6.372
H: 0.833 5.162 -5.375
H: 0.292 3.592 -4.770
H: -1.491 6.005 -5.378
H: -1.075 5.475 -3.753
H: -3.479 1.614 -2.275
H: -2.800 0.649 -3.630
H: -4.549 0.897 -3.494
C: 6.007 -2.296 -0.561
C: 6.073 -1.957 0.917
O: 7.406 -2.091 1.427
C: 8.263 -1.118 1.075
O: 8.008 -0.161 0.384
O: 9.463 -1.411 1.603
C: 10.496 -0.505 1.215
H: 6.417 -3.292 -0.744
H: 4.979 -2.263 -0.919
H: 6.598 -1.596 -1.158
H: 5.455 -2.665 1.473
H: 5.681 -0.956 1.122
H: 10.223 0.528 1.440
H: 10.708 -0.622 0.149
H: 11.394 -0.758 1.777

As for the total energy: -1747.273659 Ha. For the HOMO-LUMO gap, the calculation gives 7.13 eV. The total charge is +1. The calculation puts the LUMO energy at -0.1714 Eh.

***

Record 12
Computed, not measured: a gas-phase ion, C3H8NO2 (charge -1), with ωB97M-V with the def2-TZVPD basis set.

Geometry (Å):
O: 1.419 -1.564 0.283
C: 0.345 -1.657 -0.503
N: 0.037 -0.422 -1.408
C: 0.127 0.786 -0.523
C: -0.402 0.683 0.968
O: -0.463 1.948 1.576
H: -0.606 -1.872 0.028
H: 0.373 -2.488 -1.282
H: 0.949 -0.423 -1.794
H: 1.144 1.037 -0.474
H: -0.482 1.572 -0.950
H: -1.344 0.187 1.077
H: 0.315 0.067 1.588
H: -1.411 2.148 1.414

As for the total energy: -324.294294 Ha. For the HOMO-LUMO gap, the calculation gives 6.30 eV. The total charge is -1. Its SMILES is [O-]CNCCO. The calculation puts the LUMO energy at 0.1367 Eh.